Entry 1:
This record from the OMol25 dataset describes a molecular structure, C4H6KO3 in a non-equilibrium geometry. The level of theory is ωB97M-V/def2-TZVPD.

As for the multiplicity: 1. For the total energy, the calculation gives -26708.0167 eV. Its charge is +1. The calculation puts the LUMO energy at -4.0 eV. The value obtained for the energy above the lowest of the compared OMol25 structures with the same formula, charge and spin is 0.438 eV.

Geometry as XYZ:
```
14
Properties=species:S:1:pos:R:3:forces:R:3
K -4.0109 -0.1044 -1.9054 0.2 -0.3 0.1
C 1.8582 0.0658 0.6932 0.0 0.6 0.0
C 0.3647 0.2836 0.6875 0.0 -0.9 -0.3
C -0.1800 0.7523 -0.6610 -0.5 0.8 0.8
O -1.3764 -0.0532 -0.8449 0.2 0.4 -0.5
C -1.2256 -1.1612 -0.0989 -0.4 -2.8 1.1
O -1.8442 -2.2009 -0.2208 0.1 2.0 -0.5
O -0.3008 -1.0103 0.8414 0.3 0.6 -0.3
H 2.1492 -0.5714 1.5240 0.1 0.0 0.0
H 2.3659 1.0304 0.7736 0.0 -0.1 0.2
H 2.1928 -0.3563 -0.2537 -0.1 -0.3 0.1
H -0.0119 0.9238 1.4860 0.2 -0.1 0.1
H 0.5039 0.6119 -1.4940 -0.1 -0.1 0.0
H -0.4849 1.7900 -0.5271 0.0 0.0 -0.6
```
Forces are in eV/Å.

Entry 2:
This record from the OMol25 dataset describes a single C3H4N2O2 molecule in a non-equilibrium geometry. The level of theory is ωB97M-V/def2-TZVPD.

As for the multiplicity: 1. For the total energy, the calculation gives -10247.7364 eV. The calculation puts the LUMO energy at 0.4 eV. The value obtained for the energy above the lowest of the compared OMol25 structures with the same formula, charge and spin is 4.529 eV.

Geometry as XYZ:
```
11
Properties=species:S:1:pos:R:3:forces:R:3
N 1.0733 1.7815 0.1450 0.4 0.6 0.3
C 0.5384 0.5055 0.2619 0.5 0.1 0.1
C 0.9429 -0.5779 0.9769 0.0 1.0 0.5
O -0.2090 -1.4688 0.7519 0.6 -0.2 -0.8
C -0.9319 -0.9621 -0.1809 -0.4 -0.2 0.2
O -1.6184 -1.8155 -0.8928 -0.5 -0.6 0.3
N -0.6731 0.2877 -0.4517 -0.1 -0.4 0.2
H 1.7924 1.8976 -0.5596 -0.1 -0.2 -0.2
H 1.5020 1.9782 1.0311 0.2 0.4 0.3
H -1.2565 -2.6110 -0.4492 -0.9 -0.6 -0.7
H -1.3385 0.9732 -0.7757 0.3 0.0 -0.4
```
Forces are in eV/Å.

Entry 3:
This record from the OMol25 dataset describes a single C6H9NO molecule in a non-equilibrium geometry. The level of theory is ωB97M-V/def2-TZVPD.

As for the SMILES: C[C@@]1(O)[C@@H]2C=C[C@H]1N2. As for the multiplicity: 1. For the total energy, the calculation gives -9899.8323 eV. The calculation puts the LUMO energy at 0.9 eV. The value obtained for the energy above the lowest of the compared OMol25 structures with the same formula, charge and spin is 5.772 eV.

Geometry as XYZ:
```
17
Properties=species:S:1:pos:R:3:forces:R:3
C 1.9266 -0.1937 -0.0792 0.3 -1.8 0.1
C 0.5328 0.2242 0.0455 -1.8 4.0 0.3
O 0.3247 1.7027 -0.1267 5.1 0.8 -0.2
C -0.4107 -0.6948 -0.8076 1.8 -0.1 -1.0
C -1.6477 0.1105 -0.7799 -1.2 1.2 4.0
C -1.7018 0.6269 0.5344 -1.7 -0.1 -2.2
C -0.4696 -0.1529 1.1725 2.4 0.0 -0.1
N -0.2657 -1.5848 0.3494 -4.4 0.7 2.5
H 1.7969 -1.3298 0.2525 1.3 2.3 -1.2
H 2.7212 0.3560 0.4992 -0.9 -0.5 -0.6
H 1.9274 -0.0138 -1.1916 1.5 -0.7 0.9
H 1.3079 2.1823 -0.0770 -3.8 -2.0 -0.3
H -0.0874 -1.1804 -1.7598 -0.2 0.7 0.6
H -2.3096 0.3100 -1.5914 -0.1 0.3 -0.4
H -2.4152 1.6518 0.8473 2.4 -3.7 -0.5
H -0.0211 -0.0077 2.2458 -1.5 -0.6 -1.9
H -1.2088 -2.0064 0.4667 0.7 -0.5 0.0
```
Forces are in eV/Å.

Entry 4:
This record from the OMol25 dataset describes 2 unconnected molecules or ions with the total composition C3H4FI in a non-equilibrium geometry. The level of theory is ωB97M-V/def2-TZVPD.

As for the multiplicity: 1. For the total energy, the calculation gives -13988.6377 eV. The calculation puts the LUMO energy (spin up / spin down) at -2.2 / -2.3 eV. The value obtained for the energy above the lowest of the compared OMol25 structures with the same formula, charge and spin is 4.126 eV.

Geometry as XYZ:
```
9
Properties=species:S:1:pos:R:3:forces:R:3
C -0.2740 0.1845 0.6597 0.1 -0.1 0.2
C -0.2210 -0.2362 -0.8086 0.1 -0.1 -0.2
C -1.4690 -0.1464 -0.0853 -1.2 -1.1 -0.2
F -2.2968 -2.7157 0.0873 0.6 1.7 0.0
I -3.4535 0.1051 -0.2557 1.0 -0.2 0.1
H 0.0901 -0.5130 1.4019 -0.1 -0.2 0.0
H -0.1156 1.2220 0.9315 -0.2 0.1 0.0
H -0.0038 0.4885 -1.5852 -0.2 0.1 0.0
H 0.1621 -1.2241 -1.0298 -0.2 -0.1 0.1
```
Forces are in eV/Å.

Entry 5:
This record from the OMol25 dataset describes a gas-phase ion, C8H9N5 (charge +2) in a non-equilibrium geometry. The level of theory is ωB97M-V/def2-TZVPD.

As for the SMILES: C=[N+]1C[NH+]=C=C2C=CC=CN2/N=N/1. As for the multiplicity: 1. For the total energy, the calculation gives -15868.5468 eV. Its charge is +2. The calculation puts the LUMO energy at -9.6 eV. The value obtained for the energy above the lowest of the compared OMol25 structures with the same formula, charge and spin is 0.000 eV.

Geometry as XYZ:
```
22
Properties=species:S:1:pos:R:3:forces:R:3
C -3.2036 -1.4621 -0.2324 0.3 -0.1 0.0
N -2.3137 -0.5569 -0.0031 -1.3 -1.4 -0.9
C -2.6291 0.9047 -0.0468 -0.9 1.0 -0.5
N -1.4341 1.6869 0.2346 0.2 0.8 0.1
C -0.2787 1.1107 0.2179 -1.7 -3.9 0.1
C 0.9668 0.6149 0.1253 0.2 0.2 0.1
C 2.1868 1.3241 -0.0625 0.5 -0.1 -0.2
C 3.3712 0.6557 -0.1651 -0.4 0.5 0.0
C 3.3949 -0.7523 -0.0691 -0.8 -0.3 0.1
C 2.2356 -1.4583 0.0916 1.5 -0.8 -0.1
N 1.0357 -0.8323 0.1489 -1.2 1.6 0.6
N -0.0779 -1.4871 0.1013 -1.0 -2.3 -1.5
N -1.0752 -0.7452 0.3985 4.3 5.1 1.8
H -2.9298 -2.5080 -0.2084 0.2 0.0 0.1
H -4.2282 -1.1924 -0.4353 -0.1 0.3 -0.1
H -3.4082 1.1444 0.6908 0.3 -0.1 -0.1
H -3.0202 1.1392 -1.0491 0.2 -0.3 0.2
H -1.5707 2.6322 0.5988 0.0 -0.3 0.3
H 2.1402 2.4018 -0.0938 0.0 0.1 0.0
H 4.2948 1.1995 -0.2936 0.0 0.1 0.0
H 4.3340 -1.2835 -0.1195 0.0 -0.1 0.0
H 2.2092 -2.5361 0.1710 -0.1 0.0 0.0
```
Forces are in eV/Å.

Entry 6:
This record from the OMol25 dataset describes a molecular structure, H10NO15S3Zn in a non-equilibrium geometry. The level of theory is ωB97M-V/def2-TZVPD.

As for the multiplicity: 1. For the total energy, the calculation gives -113285.9065 eV. Its charge is -3. The calculation puts the LUMO energy at 5.1 eV. The value obtained for the energy above the lowest of the compared OMol25 structures with the same formula, charge and spin is 4.219 eV.

Geometry as XYZ:
```
30
Properties=species:S:1:pos:R:3:forces:R:3
Zn -0.2317 0.2061 -0.0501 -0.8 2.0 2.4
N 0.3011 -3.4852 -0.8547 -0.1 -1.6 0.7
H -0.2436 -3.7394 -1.6680 0.1 -0.2 0.0
H 0.5606 -2.4762 -0.9087 0.8 2.6 0.1
H 1.1807 -3.9862 -0.7697 0.2 0.0 -0.3
H -0.1776 -3.6746 0.0239 -0.2 0.4 0.3
S -1.5977 2.9052 1.4600 -0.5 0.5 1.9
O -1.0482 1.8176 0.6084 0.1 -0.7 -1.2
O -0.5059 3.7458 1.9517 0.4 0.5 -0.5
O -2.5687 3.6415 0.6305 -0.5 0.7 -1.0
O -2.2996 2.3264 2.6113 -0.5 -0.5 0.2
S 0.5165 -1.1656 2.9612 1.7 -0.4 2.6
O 1.2661 -2.4450 2.7520 -0.2 -0.7 -1.2
O 0.1843 -0.5619 1.6421 -0.1 -0.7 0.2
O -0.6973 -1.4575 3.7153 -1.6 -0.4 -0.1
O 1.3778 -0.3039 3.7986 -0.1 0.3 -1.0
S 2.1614 -0.1989 -1.0121 4.2 -0.3 1.4
O 0.9420 -1.0246 -0.9915 -2.7 -4.7 -2.1
O 2.5504 0.1240 -2.3747 0.1 0.0 -1.1
O 1.6072 0.9432 -0.3126 1.2 2.9 0.4
O 3.2149 -0.9011 -0.2558 -0.6 0.5 -1.2
O -2.0843 -0.7518 -0.2565 -0.8 -1.2 -0.5
H -2.2913 -1.5849 0.1768 0.2 0.2 0.6
H -2.8739 -0.5269 -0.7546 0.0 0.4 0.1
O 1.2472 3.3773 -1.5059 0.2 0.3 -0.5
H 1.4501 2.4489 -1.2810 -0.1 0.0 0.5
H 1.1399 3.3759 -2.4596 0.0 0.0 0.0
O -0.8435 0.9940 -1.9739 -0.6 -0.1 -1.3
H -1.7674 1.2465 -2.0539 0.0 0.5 0.5
H -0.4695 1.1311 -2.8484 0.4 -0.1 0.1
```
Forces are in eV/Å.

Entry 7:
This record from the OMol25 dataset describes 11 unconnected molecules or ions with the total composition C12H36N10O21S in a non-equilibrium geometry. The level of theory is ωB97M-V/def2-TZVPD.

As for the multiplicity: 1. For the total energy, the calculation gives -81731.3506 eV. The calculation puts the LUMO energy at -0.6 eV.

Geometry as XYZ:
```
80
Properties=species:S:1:pos:R:3:forces:R:3
C 1.7433 -3.7616 2.6719 0.0 0.0 -0.6
N 2.7857 -3.6987 3.7229 1.6 0.8 0.3
O 2.5923 -2.8814 4.6175 -0.1 -1.1 -0.4
O 3.8548 -4.2794 3.5500 -1.2 0.0 0.2
H 1.5648 -2.6976 2.5163 -0.7 -0.3 -0.1
H 0.8875 -4.3614 2.9814 0.0 0.5 0.4
H 2.1147 -4.2167 1.7537 0.4 0.1 0.3
C -1.7566 4.0108 2.0525 0.6 -0.5 -0.1
N -2.3474 2.6477 2.0749 -0.1 -0.2 2.8
O -2.8183 2.2570 1.0479 -0.4 -1.0 -0.6
O -2.4195 2.0730 3.1955 0.2 1.1 -2.7
H -2.5320 4.6123 2.5269 0.4 0.3 -0.1
H -1.5383 4.2518 1.0121 -0.4 0.2 0.2
H -0.8067 3.9516 2.5838 -0.3 0.3 0.3
C 3.2047 1.8133 1.5486 0.6 -0.9 -0.4
N 2.7017 3.1080 1.1174 -2.5 2.6 0.6
O 1.4769 3.3299 1.3263 2.1 -0.3 -0.7
O 3.4772 3.9667 0.6834 -1.2 -1.9 0.6
H 3.7758 2.0232 2.4530 0.6 -0.2 -0.5
H 3.6974 1.4558 0.6444 0.9 -0.1 0.6
H 2.4808 1.0436 1.8161 -0.6 0.8 -0.1
C 0.8440 -5.0463 -1.3027 1.1 1.5 0.6
N -0.0749 -5.5678 -2.2794 -0.2 -2.3 -1.2
O -0.8414 -6.4232 -1.9098 -0.5 -0.1 0.5
O 0.0540 -5.2766 -3.4623 0.1 0.9 0.3
H 1.3884 -4.2634 -1.8308 -0.1 0.2 0.5
H 1.5719 -5.7755 -0.9471 -0.4 -0.4 -0.4
H 0.2870 -4.6883 -0.4368 0.0 0.1 -0.3
C -0.6996 0.6846 5.1056 -0.2 0.1 1.9
N 0.4191 0.2299 4.2729 -2.2 0.0 -1.0
O 1.3682 0.9174 4.1308 2.3 1.9 0.1
O 0.2756 -0.8310 3.7325 -0.2 -1.6 -0.6
H -0.6656 1.7414 5.3707 0.5 -0.1 -0.4
H -0.4434 0.1154 5.9992 -0.6 0.1 0.4
H -1.7062 0.4350 4.7704 0.6 -0.4 -0.5
C -2.0163 -2.4732 -2.8602 -0.8 0.6 0.9
N -2.6892 -3.2464 -1.7214 -1.6 -1.2 -0.6
O -2.0667 -3.9869 -1.0073 2.2 0.1 0.2
O -3.8962 -3.2109 -1.5860 -0.4 1.4 -0.9
H -2.7875 -1.9528 -3.4282 -0.2 -0.5 0.1
H -1.4121 -3.1175 -3.4989 0.1 -0.1 0.5
H -1.4984 -1.6774 -2.3250 0.6 -0.2 -0.2
C -4.2879 -1.0398 1.0614 0.7 -0.5 0.4
N -3.7464 -1.3997 2.4316 -0.7 0.6 0.7
O -2.6071 -1.0955 2.7494 -0.1 -0.2 -0.9
O -4.5448 -1.8542 3.2225 -0.1 -0.3 -0.2
H -5.2605 -1.5157 0.9364 0.2 0.2 0.2
H -3.5800 -1.4336 0.3321 -0.1 0.3 0.0
H -4.3146 0.0499 1.0628 0.0 -0.2 -0.2
C 4.4753 -0.2800 -2.9431 -0.6 -1.2 -1.1
N 4.7416 1.1234 -2.6671 0.1 -0.6 0.4
O 5.0692 1.8826 -3.5273 0.2 0.7 -1.2
O 4.6028 1.4010 -1.5061 -0.1 0.8 1.3
H 4.6457 -0.5485 -3.9857 0.5 0.3 0.1
H 3.4010 -0.4054 -2.8078 0.1 -0.2 0.5
H 5.0712 -0.8834 -2.2583 -0.3 0.1 -0.1
C -3.1467 2.9573 -2.0675 0.4 0.5 0.5
N -3.7357 1.6023 -1.8376 0.6 -0.8 -0.6
O -4.8615 1.4446 -2.2497 -0.1 0.1 0.4
O -3.0455 0.6826 -1.3801 -0.4 1.1 -0.3
H -3.1178 3.1395 -3.1418 -0.1 -0.2 0.2
H -2.1514 3.0688 -1.6371 -0.1 -0.5 -0.2
H -3.7757 3.6974 -1.5728 -0.3 -0.2 -0.2
C -0.6206 -0.5497 0.5025 0.7 0.4 1.1
N 0.6413 -0.9776 -0.1542 0.4 2.2 -2.6
O 0.8253 -2.1488 -0.2568 0.5 -1.6 0.3
O 1.3926 -0.1304 -0.7076 -1.4 -1.0 1.4
H -1.1280 -1.4498 0.8494 0.1 0.3 -0.2
H -1.2187 0.1397 -0.0934 0.2 -0.3 -0.3
H -0.2365 0.0036 1.3595 -0.4 0.0 0.2
C 1.2108 2.0639 -3.6506 -1.0 -0.7 0.4
S 0.8784 3.8587 -3.9017 -0.7 1.4 1.8
O -0.5807 4.3383 -3.6160 2.5 -1.7 -0.3
C 1.8211 4.4166 -2.3513 -0.6 0.2 -0.4
H 0.2997 1.5044 -3.8627 -0.3 0.2 -0.3
H 1.4532 1.7501 -2.6353 0.2 0.5 0.2
H 1.9538 1.6515 -4.3332 0.2 0.6 -0.2
H 2.8894 4.2005 -2.3354 -0.1 -0.2 -0.4
H 1.3709 4.0087 -1.4463 -0.2 -0.4 -0.2
H 1.6673 5.4921 -2.2635 0.1 0.0 -0.4
```
Forces are in eV/Å.

Entry 8:
This record from the OMol25 dataset describes a molecular structure, C29H33FeN4O3PS5 in a non-equilibrium geometry. The level of theory is ωB97M-V/def2-TZVPD.

As for the multiplicity: 5. For the total energy, the calculation gives -140566.3922 eV. The calculation puts the LUMO energy (spin up / spin down) at 0.2 / 0.2 eV. The value obtained for the energy above the lowest of the compared OMol25 structures with the same formula, charge and spin is 0.000 eV.

Geometry as XYZ:
```
76
Properties=species:S:1:pos:R:3:forces:R:3
Fe 0.1566 0.3915 0.1117 -0.3 0.3 0.2
C 1.0503 2.6768 2.1739 0.0 0.0 0.0
C 0.7559 1.3852 2.9411 -0.1 0.1 -0.1
N 1.0487 0.1928 2.1456 0.1 0.0 -0.1
C 2.4481 -0.2293 2.1057 0.0 0.1 0.1
C 3.3601 0.5728 1.1835 0.1 0.0 0.0
S 2.7005 0.9216 -0.4856 0.0 0.0 -0.1
C 2.6425 2.7421 -0.4687 0.0 0.0 0.0
C 1.2679 3.3565 -0.1972 0.0 0.0 0.0
N 0.5064 2.6210 0.8128 0.0 0.0 0.1
H 2.1267 2.8288 2.1060 0.0 0.0 0.0
H 0.6569 3.5307 2.7346 0.0 0.0 0.0
H -0.3043 1.3485 3.1986 0.0 0.0 0.0
H 1.3221 1.3868 3.8805 0.0 0.0 0.0
H 0.5133 -0.6022 2.5057 0.0 -0.1 0.0
H 2.4428 -1.2611 1.7830 0.0 -0.2 -0.1
H 2.8952 -0.2270 3.1089 0.0 0.1 0.0
H 4.2737 -0.0054 1.0424 0.0 0.0 0.0
H 3.6514 1.5302 1.6121 0.0 0.0 0.0
H 2.9834 3.0757 -1.4482 0.0 0.0 0.0
H 3.3911 3.0738 0.2504 0.0 0.0 0.0
H 0.6790 3.3306 -1.1120 0.0 0.0 0.0
H 1.4133 4.4092 0.0776 0.0 0.0 0.0
H -0.4523 2.9548 0.7991 0.0 0.0 0.0
O 0.2827 1.9410 -3.7680 0.1 0.0 0.0
C -0.7863 2.7461 -3.9348 -0.1 0.0 0.0
C -0.8582 3.4573 -5.1343 0.0 0.0 0.0
C -1.9169 4.3031 -5.3847 0.0 0.0 0.0
C -2.9314 4.4603 -4.4424 0.0 0.0 0.0
C -2.8647 3.7580 -3.2579 0.0 0.0 0.0
C -1.8031 2.8919 -2.9749 0.0 0.0 0.0
C -1.7474 2.1640 -1.6725 -0.2 0.1 0.1
O -0.6766 1.4776 -1.4482 -0.1 -0.3 0.1
N -2.7921 2.3548 -0.9064 0.3 0.0 0.1
N -2.8875 1.7269 0.3305 -0.6 0.5 -0.1
C -3.8619 2.1991 1.0431 0.3 -0.1 -0.5
S -4.3725 1.5566 2.5819 0.0 0.0 0.2
C -5.8771 2.5684 2.6697 0.0 -0.1 0.0
C -5.6314 3.8875 1.9742 0.0 0.0 0.0
S -4.7597 3.5630 0.4193 -0.1 0.1 0.0
H 0.1675 1.5218 -2.8868 0.0 0.0 0.0
H -0.0616 3.3172 -5.8532 0.0 0.0 0.0
H -1.9563 4.8452 -6.3212 0.0 0.0 0.0
H -3.7640 5.1231 -4.6361 0.0 0.0 0.0
H -3.6437 3.8623 -2.5163 0.0 0.0 0.0
H -6.1092 2.7017 3.7258 0.0 0.0 0.0
H -6.6892 2.0174 2.1958 0.0 0.0 0.0
H -5.0294 4.5550 2.5904 0.0 0.0 0.0
H -6.5680 4.3852 1.7250 0.0 0.0 0.0
S 0.0921 -3.0059 2.5722 0.0 0.0 0.1
P 0.6332 -3.2910 0.7002 0.0 0.2 0.0
S 0.0665 -1.9101 -0.6689 0.1 0.0 -0.3
C 2.4517 -3.4869 0.5777 0.0 -0.1 0.0
C 3.1083 -4.2253 1.5626 0.0 0.0 0.0
C 4.4819 -4.3964 1.5059 0.0 0.0 0.0
C 5.2144 -3.8281 0.4696 0.0 0.0 0.0
C 4.5666 -3.0969 -0.5139 0.0 0.0 0.0
C 3.1867 -2.9313 -0.4636 0.0 0.0 0.0
C 0.0194 -4.8719 0.0423 0.0 0.0 0.0
C -0.8345 -5.6650 0.7940 0.0 0.0 0.0
C -1.2982 -6.8680 0.2762 0.0 0.0 0.0
C -0.9028 -7.2802 -0.9863 0.0 0.0 0.0
C -0.0428 -6.4880 -1.7393 0.0 0.0 0.0
C 0.4163 -5.2868 -1.2277 0.0 0.0 0.0
H 2.5368 -4.6429 2.3825 0.0 0.0 0.0
H 4.9849 -4.9710 2.2733 0.0 0.0 0.0
H 6.2885 -3.9590 0.4307 0.0 0.0 0.0
H 5.1302 -2.6516 -1.3244 0.0 0.0 0.0
H 2.6725 -2.3653 -1.2314 0.0 0.0 0.0
H -1.1327 -5.3315 1.7805 0.0 0.0 0.0
H -1.9695 -7.4818 0.8630 0.0 0.0 0.0
H -1.2637 -8.2186 -1.3878 0.0 0.0 0.0
H 0.2655 -6.8061 -2.7269 0.0 0.0 0.0
H 1.0753 -4.6621 -1.8190 0.0 0.0 0.0
O -2.3219 -0.0901 1.8992 -0.1 0.4 -0.3
C -1.8157 0.4228 0.9800 0.5 -0.9 0.6
```
Forces are in eV/Å.